Entry 1:
{
  "formula": "C6H24FN12O6Ti",
  "method": "ωB97M-V with the def2-TZVPD basis set",
  "orbital_gap_ev": [3.69, 8.96],
  "spin_multiplicity": 4,
  "elements": ["Ti", "F", "C", "O", "N", "N", "H", "H", "H", "H", "C", "O", "N", "N", "H", "H", "H", "H", "C", "O", "N", "N", "H", "H", "H", "H", "C", "O", "N", "N", "H", "H", "H", "H", "C", "O", "N", "N", "H", "H", "H", "H", "C", "O", "N", "N", "H", "H", "H", "H"],
  "xyz": [[0.139, 1.083, -0.244], [-1.596, -0.348, 0.475], [-2.285, 1.831, 3.036], [-2.506, 2.642, 3.938], [-2.360, 2.174, 1.723], [-1.729, 0.598, 3.262], [-2.823, 3.035, 1.505], [-2.202, 1.438, 1.055], [-1.670, -0.020, 2.459], [-1.464, 0.407, 4.206], [1.666, 1.931, 3.170], [1.512, 2.071, 1.960], [0.912, 2.653, 4.049], [2.499, 1.009, 3.730], [0.322, 3.338, 3.604], [1.139, 2.749, 5.020], [2.576, 0.990, 4.731], [2.952, 0.304, 3.184], [-0.823, -3.509, -1.332], [-0.404, -4.343, -2.132], [-2.086, -3.570, -0.818], [-0.069, -2.470, -0.886], [-2.722, -4.247, -1.188], [-2.334, -2.819, -0.194], [0.793, -2.396, -1.396], [-0.527, -1.646, -0.517], [0.875, -0.353, -3.321], [0.669, 0.404, -2.391], [1.932, -1.228, -3.319], [0.155, -0.367, -4.476], [2.563, -1.190, -2.541], [2.038, -1.765, -4.159], [-0.607, 0.290, -4.495], [0.016, -1.237, -4.960], [-2.471, 1.554, -2.086], [-1.659, 2.150, -1.374], [-3.023, 2.178, -3.176], [-2.833, 0.291, -1.788], [-3.932, 1.867, -3.471], [-2.755, 3.146, -3.217], [-3.369, -0.267, -2.426], [-2.400, -0.096, -0.943], [3.108, -0.808, 0.433], [2.236, -0.261, -0.228], [3.188, -2.157, 0.608], [4.059, -0.077, 1.093], [2.450, -2.795, 0.367], [4.040, -2.515, 1.000], [3.979, 0.918, 0.962], [4.830, -0.568, 1.504]],
  "lowdin_charge": [0.6805, -0.5219, -0.6941, -0.0267, 0.1574, 0.1521, 0.1051, 0.0285, 0.0588, 0.0929, -0.6628, -0.0313, 0.1712, 0.1617, 0.1103, 0.0990, 0.0940, 0.0698, -0.6913, -0.0108, 0.1565, 0.1646, 0.0984, 0.0844, 0.0608, 0.0390, -0.6446, -0.0411, 0.1739, 0.1723, 0.0914, 0.1029, 0.1004, 0.1036, -0.6694, -0.0836, 0.1554, 0.1736, 0.0935, 0.1050, 0.0990, 0.0382, -0.6396, -0.0301, 0.1787, 0.1602, 0.1004, 0.0963, 0.1166, 0.1012]
}

=====

Entry 2:
{
  "formula": "C3H6N2O",
  "method": "ωB97M-V with the def2-TZVPD basis set",
  "orbital_gap_ev": 9.00,
  "elements": ["N", "C", "C", "O", "C", "N", "H", "H", "H", "H", "H", "H"],
  "xyz": [[0.064, -0.289, 1.247], [-0.531, -0.243, -0.096], [0.511, 0.346, -1.035], [0.810, 1.808, -0.136], [-0.889, -1.569, -0.633], [-1.159, -2.621, -1.035], [-0.598, -0.621, 1.941], [0.863, -0.920, 1.238], [-1.457, 0.345, -0.003], [1.716, 1.549, -0.363], [0.000, 0.793, -1.899], [0.669, 1.423, 0.775]],
  "lowdin_charge": [0.0159, -0.4865, -0.0281, -0.0225, -0.1943, 0.1515, 0.0933, 0.0976, 0.1409, 0.0940, 0.0489, 0.0894]
}

=====

Entry 3:
{
  "formula": "C3H3N3",
  "method": "ωB97M-V with the def2-TZVPD basis set",
  "orbital_gap_ev": 11.66,
  "smiles": "C#C.C#N.N#N",
  "elements": ["C", "C", "N", "N", "N", "C", "H", "H", "H"],
  "xyz": [[0.593, -0.570, -1.273], [-1.389, -1.175, 0.658], [-1.625, -0.320, 1.394], [-0.240, 1.909, 1.695], [0.672, 1.958, 1.079], [1.273, 0.400, -1.076], [0.071, -1.445, -1.572], [-1.240, -2.014, 0.018], [1.885, 1.257, -0.923]],
  "lowdin_charge": [-0.0389, -0.0983, 0.0525, 0.0298, 0.0257, -0.0321, 0.0099, 0.0435, 0.0079]
}

=====

Entry 4:
{
  "formula": "C6H10O",
  "method": "ωB97M-V with the def2-TZVPD basis set",
  "orbital_gap_ev": [8.47, 8.22],
  "elements": ["C", "C", "O", "C", "C", "C", "C", "H", "H", "H", "H", "H", "H", "H", "H", "H", "H"],
  "xyz": [[-1.567, -0.809, 0.188], [-0.429, 0.110, 0.527], [-0.519, 0.437, 1.894], [-0.181, 1.353, -0.353], [1.244, 0.873, -0.402], [1.067, -0.442, 0.223], [1.083, -1.090, -1.084], [-1.414, -1.764, 0.699], [-1.600, -0.978, -0.892], [-2.514, -0.370, 0.514], [0.128, 1.131, 2.080], [-0.691, 1.430, -1.321], [-0.357, 2.295, 0.189], [2.096, 1.541, -0.207], [1.539, -0.870, 1.109], [0.355, -1.900, -1.256], [1.760, -0.945, -1.907]],
  "lowdin_charge": [-0.0235, -0.5338, -0.0060, -0.1032, -0.0413, -0.3162, 0.0576, 0.0949, 0.0794, 0.0911, 0.1028, 0.1118, 0.1166, 0.1116, 0.1382, 0.0692, 0.0506]
}

=====

Entry 5:
{
  "formula": "C11H11EuNO2",
  "method": "ωB97M-V with the def2-TZVPD basis set",
  "orbital_gap_ev": [5.53, 5.75],
  "spin_multiplicity": 8,
  "elements": ["Eu", "C", "H", "H", "H", "H", "H", "O", "C", "O", "C", "C", "C", "C", "C", "C", "C", "C", "C", "N", "H", "H", "H", "H", "H", "H"],
  "xyz": [[-0.565, 0.100, -0.391], [-1.936, 0.810, -2.188], [-2.357, -0.213, -2.155], [-2.360, 1.630, -1.576], [-1.580, 1.207, -3.142], [0.125, 1.814, -1.958], [0.717, 1.767, -1.509], [-2.860, -2.766, 1.927], [-1.972, -2.090, 1.459], [-2.044, -1.397, 0.341], [-0.660, -2.029, 2.213], [-0.435, -2.818, 3.370], [0.790, -2.742, 4.019], [1.779, -1.868, 3.513], [3.072, -1.725, 4.080], [4.012, -0.854, 3.520], [3.683, -0.099, 2.376], [2.430, -0.205, 1.795], [1.470, -1.083, 2.339], [0.254, -1.193, 1.722], [-1.233, -3.459, 3.703], [1.021, -3.335, 4.901], [3.311, -2.322, 4.965], [4.997, -0.768, 3.977], [4.425, 0.576, 1.942], [2.128, 0.367, 0.906]],
  "lowdin_charge": [1.4324, -0.4266, -0.0637, -0.0581, -0.0709, 0.0088, 0.0003, 0.0726, -0.6047, -0.2622, -0.1723, 0.0290, 0.0142, -0.1523, -0.0211, -0.0706, -0.0757, -0.0381, -0.2151, 0.0245, 0.1154, 0.1206, 0.1157, 0.1056, 0.1093, 0.0831]
}

=====

Entry 6:
{
  "formula": "C15H23CrF5N5O4",
  "method": "ωB97M-V with the def2-TZVPD basis set",
  "total_charge": 2,
  "orbital_gap_ev": [7.59, 7.69],
  "spin_multiplicity": 2,
  "elements": ["Cr", "C", "N", "C", "C", "O", "C", "O", "C", "C", "O", "N", "C", "C", "H", "H", "H", "H", "H", "H", "H", "H", "H", "H", "H", "H", "H", "H", "H", "H", "F", "C", "F", "C", "F", "F", "F", "C", "N", "C", "C", "C", "N", "C", "O", "N", "H", "H", "H", "H", "H", "H", "H"],
  "xyz": [[0.619, -0.302, 0.607], [-2.214, 2.400, -2.004], [-1.634, 2.813, -0.723], [-1.953, 4.182, -0.305], [-0.904, 2.002, -0.006], [-0.627, 0.823, -0.381], [-0.345, 2.451, 1.333], [0.410, 1.360, 1.860], [0.082, 0.902, 3.170], [-0.821, -0.307, 2.979], [-0.855, -0.788, 1.806], [-1.498, -0.804, 3.978], [-2.339, -1.995, 3.818], [-1.424, -0.205, 5.319], [-3.280, 2.623, -1.986], [-2.065, 1.338, -2.151], [-1.740, 2.963, -2.806], [-2.966, 4.223, 0.094], [-1.888, 4.827, -1.178], [-1.246, 4.548, 0.433], [-1.163, 2.719, 2.005], [0.323, 3.306, 1.222], [-0.383, 1.694, 3.756], [1.012, 0.609, 3.661], [-2.342, -2.304, 2.779], [-3.352, -1.752, 4.135], [-1.946, -2.792, 4.448], [-0.393, -0.157, 5.666], [-1.981, -0.841, 6.000], [-1.877, 0.786, 5.329], [1.757, 0.423, -0.935], [2.991, 0.863, -0.147], [2.472, 0.138, 1.088], [4.000, -0.183, -0.642], [4.436, 0.166, -1.847], [5.015, -0.214, 0.223], [3.519, -1.453, -0.738], [2.292, -4.673, 1.514], [1.604, -3.976, 0.414], [1.364, -4.583, -0.788], [0.788, -3.942, -1.828], [0.442, -2.568, -1.658], [0.638, -2.011, -0.460], [1.240, -2.682, 0.550], [1.422, -1.973, 1.567], [-0.054, -1.829, -2.635], [3.013, -5.362, 1.084], [1.569, -5.211, 2.122], [2.813, -3.935, 2.115], [1.680, -5.615, -0.853], [0.635, -4.448, -2.769], [-0.166, -2.208, -3.560], [-0.190, -0.839, -2.505]],
  "lowdin_charge": [1.0505, 0.0287, -0.0941, 0.0195, -0.3266, -0.0600, -0.0214, -0.1940, -0.0274, -0.3429, -0.0393, -0.0904, 0.0275, 0.0164, 0.1124, 0.0873, 0.1149, 0.1161, 0.1132, 0.0936, 0.1585, 0.1643, 0.1467, 0.1708, 0.0950, 0.1122, 0.1123, 0.1108, 0.1067, 0.1085, -0.1727, 0.0734, -0.1727, -0.6390, 0.1728, 0.1669, 0.1153, 0.0490, -0.0033, 0.0231, 0.0511, -0.2990, 0.1021, -0.4635, 0.0114, 0.2409, 0.1089, 0.1110, 0.1053, 0.1551, 0.1331, 0.1420, 0.1190]
}

=====

Ordered energy results: -62616.4047 -8231.9908 -7627.2846 -8426.8879 -36497.3786 -73563.4375; unit eV.